# 1
DFT (ωB97M-V with the def2-TZVPD basis set) results for one molecule with the formula C26H17NO4S.

The geometry in ORCA input format:
```
! wB97M-V def2-TZVPD RIJCOSX def2/J DEFGRID3
* xyz 0 1
O -6.07 -0.83 1.03
C -4.86 -0.70 0.86
C -4.04 -1.90 0.81
C -2.69 -1.91 0.64
C -2.05 -3.22 0.55
C -1.40 -3.62 -0.61
C -0.70 -4.84 -0.72
C -0.66 -5.68 0.37
C -1.46 -5.43 1.50
C -2.14 -4.20 1.56
C -1.99 -0.58 0.51
C -2.72 0.61 0.49
C -1.78 1.71 0.40
C -2.06 3.17 0.25
C -1.31 4.14 0.95
C -1.53 5.49 0.78
C -2.54 5.88 -0.12
C -3.29 4.95 -0.84
C -3.06 3.59 -0.61
C -0.55 1.18 0.41
N -0.62 -0.20 0.43
S 0.84 -1.19 0.25
O 1.07 -1.60 -1.15
O 0.81 -2.38 1.11
C 2.25 -0.10 0.72
C 2.60 -0.07 2.06
C 3.73 0.60 2.51
C 4.61 1.14 1.57
C 4.33 1.06 0.20
C 3.13 0.46 -0.23
C -4.19 0.61 0.77
O -4.81 1.64 0.96
H -4.57 -2.85 0.89
H -1.40 -2.95 -1.47
H -0.11 -5.12 -1.58
H -0.09 -6.61 0.34
H -1.55 -6.10 2.35
H -2.64 -3.88 2.46
H -0.57 3.80 1.66
H -0.98 6.23 1.33
H -2.72 6.93 -0.27
H -4.11 5.27 -1.46
H -3.66 2.87 -1.17
H 0.37 1.76 0.29
H 1.96 -0.58 2.78
H 3.96 0.61 3.57
H 5.58 1.56 1.89
H 5.03 1.48 -0.55
H 2.92 0.33 -1.28
*
```

For the largest force on an atom, the calculation gives 3.92 eV/Å. The total energy is -1754.80343 a.u. The calculation puts the HOMO-LUMO gap at 7.12 eV. Its SMILES is O=C1C=C(c2ccccc2)c2c(c(-c3ccccc3)cn2S(=O)(=O)c2ccccc2)C1=O. The calculation puts the HOMO energy at -0.316 hartree. The molar mass comes out at 439.49 g mol⁻¹.

# 2
DFT (ωB97M-V with the def2-TZVPD basis set) results for C26H18BCl4F2N7NdO3 as an isolated structure.

The geometry in ORCA input format:
```
! wB97M-V def2-TZVPD RIJCOSX def2/J DEFGRID3
* xyz -1 4
Nd -0.24 -0.33 -0.45
C -1.62 -3.19 2.85
C -1.77 -2.71 1.54
N -1.49 -1.41 1.48
N -1.14 -1.03 2.73
C -1.21 -2.07 3.56
B -0.72 0.43 3.06
N 0.73 0.76 2.63
C 1.82 0.93 3.39
C 2.89 1.24 2.57
C 2.34 1.22 1.28
N 1.05 0.94 1.33
N -1.67 1.41 2.35
C -2.44 2.36 2.92
C -3.03 3.11 1.92
C -2.53 2.53 0.74
N -1.72 1.52 1.00
H -1.76 -4.19 3.22
H -2.06 -3.24 0.65
H -0.97 -1.95 4.61
H -0.80 0.58 4.26
H 1.75 0.84 4.46
H 3.91 1.44 2.86
H 2.80 1.40 0.32
H -2.50 2.42 4.00
H -3.70 3.94 2.03
H -2.72 2.83 -0.28
Cl 5.50 -5.80 0.53
C 4.25 -4.57 0.60
C 3.73 -4.18 1.84
C 2.75 -3.23 1.93
Cl 2.18 -2.75 3.50
C 2.18 -2.60 0.77
O 1.24 -1.76 0.85
C 2.78 -2.99 -0.47
C 2.43 -2.34 -1.71
O 1.67 -1.40 -1.85
C 3.79 -3.97 -0.54
H 4.11 -4.63 2.75
H 2.94 -2.73 -2.61
H 4.20 -4.23 -1.50
Cl 2.90 3.06 -3.06
C 1.18 3.01 -3.30
C 0.61 3.89 -4.25
C -0.73 3.90 -4.47
Cl -1.41 4.99 -5.65
C -1.59 3.02 -3.74
C -2.99 2.96 -3.90
C -3.71 2.07 -3.16
C -3.04 1.23 -2.25
N -1.74 1.27 -2.08
C -1.00 2.15 -2.80
C 0.42 2.12 -2.55
O 0.91 1.32 -1.68
H 1.25 4.55 -4.80
H -3.47 3.62 -4.61
H -4.78 1.99 -3.27
H -3.58 0.50 -1.66
F -2.45 -1.45 -1.33
C -1.31 -1.75 -2.20
F -0.67 -2.74 -1.36
H -1.74 -2.32 -3.02
*
```

For the largest force on an atom, the calculation gives 0.66 eV/Å. The total energy is -4237.70388 a.u. The relative energy (zero: lowest compared OMol25 entry of this formula, charge and spin) is 0.0 kJ/mol. The calculation puts the HOMO-LUMO gap (spin up / spin down) at 7.45 / 7.48 eV. The calculation puts the HOMO energy (spin up / spin down) at -0.183 / -0.184 hartree. The molar mass comes out at 811.34 g mol⁻¹.